45
Properties=species:S:1:pos:R:3:forces:R:3:mulliken_charge:R:1 method="wB97M-V/def2-TZVPD" homo_ev="-18.49 / -19.24" homo_lumo_gap_ev="7.50 / 6.37" e_lumo_ev="-10.99 / -12.87" multiplicity=6 charge=+3
Ir -0.211 1.583 0.491 -0.3 -0.8 1.2 0.85
C 3.283 -0.853 2.632 0.0 -0.1 0.0 -1.47
C 2.376 -0.628 1.404 -0.1 0.0 0.1 0.36
C 2.007 -1.949 0.740 0.0 0.0 0.0 -1.43
C 1.188 0.171 1.868 0.3 0.2 0.0 0.06
C -0.095 -0.372 2.108 0.0 -0.2 -0.2 -0.27
C -1.163 0.400 2.576 -0.1 -0.2 0.1 -0.59
C -0.995 1.767 2.882 -0.2 0.1 0.0 0.70
C -2.100 2.571 3.482 0.1 0.0 -0.1 -1.71
C 0.285 2.327 2.653 0.4 0.2 -0.4 -0.78
C 1.349 1.565 2.126 0.0 -0.1 0.1 -0.47
H 4.163 -1.417 2.326 0.0 0.0 0.0 0.42
H 2.763 -1.434 3.396 0.0 0.0 0.0 0.42
H 3.625 0.083 3.073 0.0 0.0 0.0 0.41
H 2.925 -0.001 0.694 0.0 0.0 0.0 0.40
H 1.669 -2.685 1.472 0.0 0.0 0.0 0.41
H 2.881 -2.369 0.246 0.0 0.0 0.0 0.46
H 1.228 -1.831 -0.023 0.0 0.0 0.0 0.18
H -0.264 -1.421 1.894 0.0 0.0 0.0 0.66
H -2.131 -0.062 2.729 0.0 0.0 0.0 0.54
H -3.078 2.229 3.149 0.0 0.0 0.0 0.47
H -1.983 3.635 3.277 0.0 0.0 0.0 0.39
H -2.054 2.442 4.568 0.0 0.0 0.0 0.39
H 0.452 3.385 2.820 -0.1 0.0 0.1 0.52
H 2.306 2.039 1.937 0.0 0.0 0.1 0.59
C -2.535 3.666 -0.497 0.2 -0.2 0.2 -0.95
C -1.213 3.301 0.078 0.2 0.8 -0.4 0.62
O -0.278 3.971 0.380 -0.2 0.3 -0.1 -0.26
H -2.882 4.556 0.032 -0.1 0.0 -0.1 0.40
H -3.245 2.849 -0.433 -0.1 0.0 0.0 0.31
H -2.335 3.926 -1.542 -0.1 0.0 0.0 0.37
O -0.495 1.148 -1.935 -0.2 0.1 -0.2 -0.27
N -0.588 0.271 -1.056 0.1 -0.2 -0.4 -0.06
Te -1.819 -1.439 -1.413 0.0 0.1 0.1 0.72
C -0.851 -2.153 -3.044 -0.1 -0.2 -0.2 0.69
C -1.514 -3.294 -3.595 -0.1 0.0 0.1 -0.61
C -1.020 -3.886 -4.723 0.1 0.0 -0.1 -0.72
C 0.134 -3.356 -5.325 0.0 0.0 0.0 -0.34
C 0.794 -2.230 -4.782 0.0 -0.1 -0.1 -0.63
C 0.315 -1.631 -3.651 0.0 0.2 0.2 0.04
H -2.411 -3.698 -3.133 0.0 0.0 0.0 0.33
H -1.509 -4.748 -5.154 0.0 0.0 0.0 0.45
H 0.528 -3.815 -6.224 0.0 0.0 0.0 0.44
H 1.680 -1.847 -5.271 0.0 0.0 0.0 0.43
H 0.819 -0.768 -3.234 0.0 0.0 0.0 0.50

43
Properties=species:S:1:pos:R:3:forces:R:3:mulliken_charge:R:1 method="wB97M-V/def2-TZVPD" homo_ev=-8.88 homo_lumo_gap_ev=9.50 e_lumo_ev=0.62 multiplicity=1 smiles=CC(C)(C)c1ccc(-c2nnc(O)c3c2CCCC3)cc1
N -1.379 -0.236 -3.956 0.4 -0.3 0.4 -1.03
N -0.884 -0.673 -2.808 -0.1 -0.5 -0.1 -0.22
O -2.105 1.354 -5.389 0.7 -0.4 0.3 -0.53
C -1.610 1.048 -4.148 0.0 -0.7 -0.5 0.37
C -0.615 0.148 -1.793 -0.8 -0.3 -0.8 -0.54
C -0.935 -1.413 0.208 1.2 0.7 0.2 -1.21
C 1.259 -0.431 -0.217 -1.0 0.0 0.6 -0.89
C -0.384 -2.070 1.333 -0.5 0.7 -1.4 -0.45
C 1.764 -1.103 0.917 -0.6 0.6 -1.0 -0.26
C -0.129 -0.511 -0.538 1.1 -0.9 0.2 0.53
C -1.364 1.997 -3.171 -0.6 -0.1 0.7 0.33
C -0.881 1.506 -1.951 -0.1 1.2 -0.1 1.48
C 0.948 -1.883 1.719 -0.6 0.1 0.7 0.61
C 1.929 -3.941 2.549 0.0 0.3 -0.1 -1.62
C 2.669 -1.890 3.651 -0.5 0.4 -0.7 -1.92
C 0.356 -2.659 4.100 0.3 -0.3 0.1 -1.71
C -1.797 3.420 -3.372 -0.2 0.7 0.4 -0.82
C -0.591 2.495 -0.853 -0.4 -0.4 0.0 -0.72
C -1.243 4.364 -2.290 -0.8 0.3 -0.4 -0.86
C -1.403 3.760 -0.907 0.2 0.2 -0.6 -0.95
C 1.464 -2.557 2.994 -0.7 -0.4 0.7 1.99
H -1.901 0.551 -5.926 -0.4 0.7 0.5 0.37
H -1.981 -1.568 -0.061 0.3 0.0 0.0 0.38
H 1.928 0.213 -0.807 -0.4 -0.4 0.2 0.37
H -1.057 -2.752 1.828 0.1 0.0 0.4 0.28
H 2.804 -0.999 1.154 0.4 0.1 0.1 0.35
H 1.108 -4.523 2.142 0.0 -0.1 -0.3 0.37
H 2.735 -3.792 1.819 -0.3 -0.3 0.0 0.41
H 2.334 -4.468 3.388 0.3 -0.5 0.6 0.43
H 2.498 -0.819 3.785 0.1 -0.1 0.2 0.39
H 2.893 -2.387 4.587 0.0 0.1 0.2 0.45
H 3.509 -2.031 2.997 0.7 0.2 -0.2 0.43
H 0.745 -3.084 5.054 0.1 0.4 -0.7 0.40
H -0.084 -1.679 4.336 0.1 -0.2 -0.2 0.40
H -0.446 -3.351 3.844 -0.1 0.1 -0.3 0.38
H -1.499 3.771 -4.355 0.1 0.0 -0.2 0.41
H -2.900 3.505 -3.379 0.3 -0.4 0.1 0.37
H 0.464 2.690 -0.928 0.6 0.5 0.1 0.38
H -0.738 2.096 0.124 0.0 -0.9 0.7 0.41
H -0.218 4.575 -2.541 0.7 0.0 0.3 0.37
H -1.743 5.332 -2.343 -0.2 0.0 -0.1 0.37
H -1.064 4.419 -0.121 0.2 0.4 0.1 0.38
H -2.458 3.576 -0.676 0.0 -0.2 -0.2 0.32

The evaluated energy relative to the best compared isomer or geometry (same formula, charge and spin) for the records listed, in turn: 35.6; 41.8 kcal per mole.